No. 1
The following is a DFT calculation (wB97M-V/def2-TZVPD) of a structure of composition C27H45AsCl3NP2SiV.

Positions of all 81 atoms, in Å:
1 V -0.938 -0.263 0.507
2 C -2.860 3.361 0.050
3 C -1.519 3.405 -0.671
4 C -1.724 3.255 -2.177
5 P -0.347 2.100 -0.084
6 C 1.230 2.634 -0.917
7 C 1.503 4.133 -0.809
8 C 2.426 1.860 -0.380
9 C -0.035 2.497 1.668
10 C -0.290 3.709 2.295
11 C -0.168 3.829 3.672
12 C 0.175 2.717 4.425
13 C 0.430 1.499 3.816
14 C 0.363 1.384 2.429
15 N 0.547 0.175 1.720
16 C 1.743 -0.538 1.833
17 C 2.749 -0.240 2.764
18 C 3.921 -0.975 2.802
19 C 4.136 -2.025 1.923
20 C 3.167 -2.304 0.973
21 C 1.991 -1.566 0.892
22 P 0.657 -1.881 -0.311
23 C 0.285 -3.707 -0.098
24 C 1.135 -4.720 -0.867
25 C 0.253 -4.107 1.377
26 C 1.349 -1.836 -2.054
27 C 1.050 -0.526 -2.778
28 C 2.832 -2.164 -2.226
29 H -3.513 4.142 -0.343
30 H -3.355 2.401 -0.096
31 H -2.755 3.509 1.123
32 H -1.056 4.380 -0.480
33 H -2.131 2.266 -2.410
34 H -2.437 3.999 -2.537
35 H -0.799 3.376 -2.743
36 H 1.094 2.376 -1.973
37 H 1.509 4.455 0.235
38 H 2.487 4.358 -1.224
39 H 0.776 4.738 -1.351
40 H 2.615 2.114 0.664
41 H 2.289 0.783 -0.433
42 H 3.318 2.122 -0.954
43 H -0.602 4.566 1.713
44 H -0.369 4.776 4.155
45 H 0.226 2.791 5.504
46 H 0.637 0.624 4.417
47 H 2.627 0.580 3.453
48 H 4.676 -0.719 3.535
49 H 5.046 -2.607 1.963
50 H 3.342 -3.108 0.271
51 H -0.739 -3.779 -0.485
52 H 2.147 -4.784 -0.465
53 H 0.688 -5.710 -0.751
54 H 1.199 -4.519 -1.935
55 H 1.207 -3.909 1.865
56 H -0.521 -3.581 1.931
57 H 0.051 -5.177 1.457
58 H 0.754 -2.621 -2.543
59 H 1.803 0.221 -2.536
60 H 1.086 -0.685 -3.858
61 H 0.074 -0.113 -2.510
62 H 3.446 -1.440 -1.689
63 H 3.102 -3.157 -1.875
64 H 3.099 -2.102 -3.284
65 Cl -4.102 -2.440 2.279
66 Si -2.231 -1.465 2.179
67 Cl -2.856 0.662 2.005
68 Cl -1.566 -1.639 4.151
69 C -2.433 -0.595 -3.266
70 As -2.719 -0.884 -1.353
71 C -3.185 -2.773 -1.473
72 C -4.511 -0.134 -1.198
73 H -3.318 -0.924 -3.811
74 H -1.570 -1.177 -3.593
75 H -2.243 0.455 -3.480
76 H -4.068 -2.885 -2.104
77 H -3.385 -3.178 -0.484
78 H -2.356 -3.316 -1.928
79 H -5.182 -0.664 -1.875
80 H -4.492 0.923 -1.464
81 H -4.860 -0.237 -0.172

Properties
LUMO (spin up / spin down) = 0.3 / 0.4 eV
HOMO-LUMO gap (spin up / spin down) = 7.18 / 6.79 eV
Multiplicity = 2
Energy relative to the best compared isomer or geometry (same formula, charge and spin) = 0.0 kJ/mol

---

No. 2
The following is a DFT calculation (wB97M-V/def2-TZVPD) of a cluster of 2 separate species, C6H13NO2 in total.

Positions of all 22 atoms, in Å:
1 C -1.090 -1.022 1.511
2 C 2.108 -1.001 1.045
3 C 1.469 0.257 0.585
4 O -0.399 0.100 1.053
5 N 1.931 1.411 0.746
6 H 1.356 2.151 0.354
7 H -0.510 -1.659 2.197
8 H -1.384 -1.689 0.681
9 H -2.005 -0.720 2.037
10 H 1.407 -1.829 1.101
11 H 2.926 -1.281 0.376
12 H 2.527 -0.836 2.037
13 C -1.166 1.693 -1.016
14 C -0.747 0.258 -1.074
15 C -1.359 -0.688 -1.799
16 O 0.773 0.053 -1.020
17 H 1.236 0.741 -1.530
18 H -0.881 2.144 -0.067
19 H -0.742 2.278 -1.838
20 H -2.254 1.748 -1.074
21 H -0.892 -1.636 -2.024
22 H -2.304 -0.473 -2.278

Properties
LUMO = 0.6 eV
HOMO-LUMO gap = 8.89 eV
Energy relative to the best compared isomer or geometry (same formula, charge and spin) = 552.0 kJ/mol

---

No. 3
The following is a DFT calculation (wB97M-V/def2-TZVPD) of a structure of composition C24H60N4Sr.

Positions of all 89 atoms, in Å:
1 Sr 0.079 0.056 0.068
2 C -0.536 2.689 -4.316
3 C -0.720 2.150 -2.969
4 N 0.424 1.315 -2.424
5 C 1.590 2.254 -2.142
6 C 1.235 2.975 -0.822
7 C 0.696 0.179 -3.326
8 C 1.916 0.231 -4.295
9 H -0.389 1.907 -5.053
10 H 0.223 3.408 -4.399
11 H -1.377 3.296 -4.621
12 H -1.675 1.526 -3.071
13 H -1.089 2.791 -2.227
14 H 1.801 2.962 -2.986
15 H 2.536 1.851 -1.858
16 H 1.021 2.225 -0.096
17 H 0.362 3.636 -0.967
18 H 2.244 3.446 -0.496
19 H -0.293 -0.114 -3.817
20 H 0.722 -0.690 -2.707
21 H 2.865 0.702 -3.916
22 H 1.543 0.683 -5.190
23 H 2.188 -0.797 -4.562
24 C 3.070 -1.013 -1.364
25 C 2.286 -2.363 -1.240
26 N 1.026 -2.305 -0.418
27 C 0.077 -3.385 -0.756
28 C -0.197 -3.452 -2.223
29 C 1.498 -2.409 0.976
30 C 0.485 -2.586 2.116
31 H 2.386 -0.232 -1.416
32 H 3.792 -1.028 -2.136
33 H 3.651 -0.807 -0.504
34 H 2.933 -3.224 -1.038
35 H 2.120 -2.470 -2.310
36 H -0.804 -3.010 -0.263
37 H 0.259 -4.419 -0.529
38 H -1.291 -3.559 -2.294
39 H 0.365 -4.330 -2.627
40 H 0.138 -2.645 -2.840
41 H 2.135 -1.563 1.094
42 H 2.173 -3.205 1.179
43 H -0.213 -1.697 2.084
44 H 0.943 -2.688 3.069
45 H -0.080 -3.400 2.045
46 C 1.797 0.432 5.038
47 C 1.337 -0.126 3.675
48 N 0.804 0.731 2.601
49 C 1.908 1.659 2.304
50 C 2.951 1.171 1.373
51 C -0.236 1.562 3.104
52 C -0.676 2.748 2.357
53 H 1.868 -0.346 5.753
54 H 1.185 1.282 5.400
55 H 2.771 0.819 5.058
56 H 0.541 -0.811 3.892
57 H 2.222 -0.792 3.324
58 H 2.346 1.898 3.271
59 H 1.665 2.619 1.871
60 H 3.747 1.938 1.517
61 H 2.885 1.103 0.339
62 H 3.402 0.301 1.865
63 H 0.140 2.069 4.028
64 H -1.078 0.983 3.450
65 H -0.594 2.826 1.246
66 H -0.475 3.585 2.900
67 H -1.751 2.675 2.416
68 C -2.595 -0.954 -1.874
69 C -3.171 -1.317 -0.456
70 N -2.490 -0.621 0.653
71 C -3.065 0.702 0.982
72 C -2.770 1.785 -0.079
73 C -2.717 -1.402 1.784
74 C -4.158 -1.807 2.162
75 H -2.938 -1.691 -2.591
76 H -1.536 -1.125 -1.898
77 H -2.866 -0.038 -2.251
78 H -3.013 -2.353 -0.332
79 H -4.183 -1.088 -0.338
80 H -2.989 1.031 1.993
81 H -4.195 0.596 0.685
82 H -1.763 2.154 -0.254
83 H -3.275 2.633 0.182
84 H -3.279 1.484 -0.902
85 H -2.169 -0.929 2.602
86 H -2.162 -2.349 1.625
87 H -4.815 -1.045 2.587
88 H -4.165 -2.388 3.095
89 H -4.581 -2.518 1.458

Properties
LUMO = -4.1 eV
HOMO-LUMO gap = 11.06 eV
Total charge = +2
Energy relative to the best compared isomer or geometry (same formula, charge and spin) = 74.3 kJ/mol

---

No. 4
The following is a DFT calculation (wB97M-V/def2-TZVPD) of an isolated molecule of C15H9ClF4.

Positions of all 29 atoms, in Å:
1 Cl 1.289 -0.146 -2.547
2 F 3.695 -0.867 3.066
3 C 3.580 -1.179 1.732
4 C 4.524 -2.015 1.163
5 C 4.303 -2.382 -0.169
6 F 5.195 -3.250 -0.757
7 C 3.188 -1.962 -0.898
8 C 2.213 -1.212 -0.246
9 C 0.954 -0.887 -1.067
10 C -0.121 -0.109 -0.331
11 C -1.184 0.312 -1.020
12 C -2.291 1.064 -0.477
13 C -3.465 1.205 -1.244
14 C -4.529 1.901 -0.712
15 F -5.678 2.066 -1.453
16 C -4.516 2.494 0.570
17 C -3.332 2.311 1.304
18 F -3.268 2.875 2.563
19 C -2.233 1.621 0.821
20 C 2.428 -0.744 1.059
21 H 5.353 -2.423 1.746
22 H 3.080 -2.273 -1.941
23 H 0.510 -1.791 -1.546
24 H 0.035 0.110 0.714
25 H -1.228 0.048 -2.078
26 H -3.529 0.752 -2.230
27 H -5.359 3.065 0.966
28 H -1.349 1.506 1.445
29 H 1.733 -0.090 1.566

Properties
LUMO = -0.2 eV
HOMO-LUMO gap = 8.84 eV
SMILES string = Fc1cc(F)cc(/C=C/[C@@H](Cl)c2cc(F)cc(F)c2)c1

---

Copy entry 1 word for word.
The following is a DFT calculation (wB97M-V/def2-TZVPD) of a structure of composition C27H45AsCl3NP2SiV.

Positions of all 81 atoms, in Å:
1 V -0.938 -0.263 0.507
2 C -2.860 3.361 0.050
3 C -1.519 3.405 -0.671
4 C -1.724 3.255 -2.177
5 P -0.347 2.100 -0.084
6 C 1.230 2.634 -0.917
7 C 1.503 4.133 -0.809
8 C 2.426 1.860 -0.380
9 C -0.035 2.497 1.668
10 C -0.290 3.709 2.295
11 C -0.168 3.829 3.672
12 C 0.175 2.717 4.425
13 C 0.430 1.499 3.816
14 C 0.363 1.384 2.429
15 N 0.547 0.175 1.720
16 C 1.743 -0.538 1.833
17 C 2.749 -0.240 2.764
18 C 3.921 -0.975 2.802
19 C 4.136 -2.025 1.923
20 C 3.167 -2.304 0.973
21 C 1.991 -1.566 0.892
22 P 0.657 -1.881 -0.311
23 C 0.285 -3.707 -0.098
24 C 1.135 -4.720 -0.867
25 C 0.253 -4.107 1.377
26 C 1.349 -1.836 -2.054
27 C 1.050 -0.526 -2.778
28 C 2.832 -2.164 -2.226
29 H -3.513 4.142 -0.343
30 H -3.355 2.401 -0.096
31 H -2.755 3.509 1.123
32 H -1.056 4.380 -0.480
33 H -2.131 2.266 -2.410
34 H -2.437 3.999 -2.537
35 H -0.799 3.376 -2.743
36 H 1.094 2.376 -1.973
37 H 1.509 4.455 0.235
38 H 2.487 4.358 -1.224
39 H 0.776 4.738 -1.351
40 H 2.615 2.114 0.664
41 H 2.289 0.783 -0.433
42 H 3.318 2.122 -0.954
43 H -0.602 4.566 1.713
44 H -0.369 4.776 4.155
45 H 0.226 2.791 5.504
46 H 0.637 0.624 4.417
47 H 2.627 0.580 3.453
48 H 4.676 -0.719 3.535
49 H 5.046 -2.607 1.963
50 H 3.342 -3.108 0.271
51 H -0.739 -3.779 -0.485
52 H 2.147 -4.784 -0.465
53 H 0.688 -5.710 -0.751
54 H 1.199 -4.519 -1.935
55 H 1.207 -3.909 1.865
56 H -0.521 -3.581 1.931
57 H 0.051 -5.177 1.457
58 H 0.754 -2.621 -2.543
59 H 1.803 0.221 -2.536
60 H 1.086 -0.685 -3.858
61 H 0.074 -0.113 -2.510
62 H 3.446 -1.440 -1.689
63 H 3.102 -3.157 -1.875
64 H 3.099 -2.102 -3.284
65 Cl -4.102 -2.440 2.279
66 Si -2.231 -1.465 2.179
67 Cl -2.856 0.662 2.005
68 Cl -1.566 -1.639 4.151
69 C -2.433 -0.595 -3.266
70 As -2.719 -0.884 -1.353
71 C -3.185 -2.773 -1.473
72 C -4.511 -0.134 -1.198
73 H -3.318 -0.924 -3.811
74 H -1.570 -1.177 -3.593
75 H -2.243 0.455 -3.480
76 H -4.068 -2.885 -2.104
77 H -3.385 -3.178 -0.484
78 H -2.356 -3.316 -1.928
79 H -5.182 -0.664 -1.875
80 H -4.492 0.923 -1.464
81 H -4.860 -0.237 -0.172

Properties
LUMO (spin up / spin down) = 0.3 / 0.4 eV
HOMO-LUMO gap (spin up / spin down) = 7.18 / 6.79 eV
Multiplicity = 2
Energy relative to the best compared isomer or geometry (same formula, charge and spin) = 0.0 kJ/mol

---

- What is the formula in the first record?
  C27H45AsCl3NP2SiV

---

What did the first record say?
The following is a DFT calculation (wB97M-V/def2-TZVPD) of a structure of composition C27H45AsCl3NP2SiV.

Positions of all 81 atoms, in Å:
1 V -0.938 -0.263 0.507
2 C -2.860 3.361 0.050
3 C -1.519 3.405 -0.671
4 C -1.724 3.255 -2.177
5 P -0.347 2.100 -0.084
6 C 1.230 2.634 -0.917
7 C 1.503 4.133 -0.809
8 C 2.426 1.860 -0.380
9 C -0.035 2.497 1.668
10 C -0.290 3.709 2.295
11 C -0.168 3.829 3.672
12 C 0.175 2.717 4.425
13 C 0.430 1.499 3.816
14 C 0.363 1.384 2.429
15 N 0.547 0.175 1.720
16 C 1.743 -0.538 1.833
17 C 2.749 -0.240 2.764
18 C 3.921 -0.975 2.802
19 C 4.136 -2.025 1.923
20 C 3.167 -2.304 0.973
21 C 1.991 -1.566 0.892
22 P 0.657 -1.881 -0.311
23 C 0.285 -3.707 -0.098
24 C 1.135 -4.720 -0.867
25 C 0.253 -4.107 1.377
26 C 1.349 -1.836 -2.054
27 C 1.050 -0.526 -2.778
28 C 2.832 -2.164 -2.226
29 H -3.513 4.142 -0.343
30 H -3.355 2.401 -0.096
31 H -2.755 3.509 1.123
32 H -1.056 4.380 -0.480
33 H -2.131 2.266 -2.410
34 H -2.437 3.999 -2.537
35 H -0.799 3.376 -2.743
36 H 1.094 2.376 -1.973
37 H 1.509 4.455 0.235
38 H 2.487 4.358 -1.224
39 H 0.776 4.738 -1.351
40 H 2.615 2.114 0.664
41 H 2.289 0.783 -0.433
42 H 3.318 2.122 -0.954
43 H -0.602 4.566 1.713
44 H -0.369 4.776 4.155
45 H 0.226 2.791 5.504
46 H 0.637 0.624 4.417
47 H 2.627 0.580 3.453
48 H 4.676 -0.719 3.535
49 H 5.046 -2.607 1.963
50 H 3.342 -3.108 0.271
51 H -0.739 -3.779 -0.485
52 H 2.147 -4.784 -0.465
53 H 0.688 -5.710 -0.751
54 H 1.199 -4.519 -1.935
55 H 1.207 -3.909 1.865
56 H -0.521 -3.581 1.931
57 H 0.051 -5.177 1.457
58 H 0.754 -2.621 -2.543
59 H 1.803 0.221 -2.536
60 H 1.086 -0.685 -3.858
61 H 0.074 -0.113 -2.510
62 H 3.446 -1.440 -1.689
63 H 3.102 -3.157 -1.875
64 H 3.099 -2.102 -3.284
65 Cl -4.102 -2.440 2.279
66 Si -2.231 -1.465 2.179
67 Cl -2.856 0.662 2.005
68 Cl -1.566 -1.639 4.151
69 C -2.433 -0.595 -3.266
70 As -2.719 -0.884 -1.353
71 C -3.185 -2.773 -1.473
72 C -4.511 -0.134 -1.198
73 H -3.318 -0.924 -3.811
74 H -1.570 -1.177 -3.593
75 H -2.243 0.455 -3.480
76 H -4.068 -2.885 -2.104
77 H -3.385 -3.178 -0.484
78 H -2.356 -3.316 -1.928
79 H -5.182 -0.664 -1.875
80 H -4.492 0.923 -1.464
81 H -4.860 -0.237 -0.172

Properties
LUMO (spin up / spin down) = 0.3 / 0.4 eV
HOMO-LUMO gap (spin up / spin down) = 7.18 / 6.79 eV
Multiplicity = 2
Energy relative to the best compared isomer or geometry (same formula, charge and spin) = 0.0 kJ/mol